*i*
The following is a DFT calculation (ωB97M-V/def2-TZVPD) of a cluster of 2 separate species, C4H10OS2 in total.

Positions of all 17 atoms, in Å:
C (0.325, -0.916, 1.455)
C (-0.679, -1.778, 0.745)
S (-0.504, -1.342, -1.026)
C (-1.087, 0.390, -1.100)
C (-0.267, 1.281, -0.191)
S (-0.283, 0.748, 1.594)
H (1.302, -0.943, 0.935)
H (0.481, -1.296, 2.483)
H (-1.673, -1.674, 1.220)
H (-0.389, -2.845, 0.801)
H (-0.889, 0.757, -2.126)
H (-2.176, 0.476, -0.916)
H (0.777, 1.351, -0.552)
H (-0.736, 2.275, -0.321)
O (2.258, 1.041, -0.806)
H (1.715, 0.553, -1.466)
H (1.825, 1.921, -0.730)

Output
Structure (SMILES) = C1CSCCS1.O
HOMO-LUMO gap = 9.128 eV
LUMO energy = 0.609 eV
Molecular weight = 138.26 g mol⁻¹

*ii*
The following is a DFT calculation (ωB97M-V/def2-TZVPD) of a cluster of 2 separate species, C4H10OS2 in total.

Positions of all 17 atoms, in Å:
C (-1.305, 0.528, 0.239)
C (0.146, 0.819, 0.026)
S (1.255, -0.660, -0.234)
C (0.257, -1.603, -1.394)
S (-1.519, -1.906, -1.128)
C (-2.009, -0.182, -0.968)
H (-1.551, -0.075, 1.133)
H (-1.748, 1.533, 0.379)
H (0.520, 1.372, 0.909)
H (0.235, 1.487, -0.852)
H (0.393, -0.970, -2.291)
H (0.808, -2.548, -1.562)
H (-1.776, 0.375, -1.896)
H (-3.104, -0.134, -0.812)
O (3.346, 0.994, 2.825)
H (2.451, 0.857, 2.441)
H (3.600, 0.114, 3.185)

Output
Structure (SMILES) = C1CSCSC1.O
HOMO-LUMO gap = 9.486 eV
LUMO energy = 0.679 eV
Molecular weight = 138.26 g mol⁻¹

Tell me which of them is the least stable. Sure, it is *i*.

*i*
The following is a DFT calculation (ωB97M-V/def2-TZVPD) of a cluster of 9 separate species, C5H30N2O10 in total.

Positions of all 47 atoms, in Å:
C (-1.621, 0.409, 2.627)
N (-0.201, -0.281, 2.698)
C (-0.022, -1.318, 1.716)
O (-0.329, -0.707, 0.412)
O (-0.792, -2.423, 1.773)
C (1.714, -1.888, 1.596)
C (2.619, -1.156, 2.607)
C (2.989, 0.141, 1.883)
N (3.747, -0.053, 0.553)
H (-2.135, 0.442, 3.567)
H (-2.458, -0.173, 2.184)
H (-1.353, 1.450, 2.330)
H (0.562, 0.409, 2.400)
H (0.033, -1.276, -0.293)
H (-1.553, -2.658, 2.395)
H (1.723, -2.979, 1.718)
H (1.879, -1.750, 0.532)
H (2.125, -0.999, 3.535)
H (3.465, -1.826, 2.982)
H (3.726, 0.914, 2.504)
H (2.244, 0.935, 1.642)
H (3.204, -0.343, -0.202)
H (4.414, -0.807, 0.757)
O (0.627, 3.986, 0.379)
H (0.628, 3.584, -0.445)
H (0.361, 3.285, 0.965)
O (-2.123, -0.337, -3.298)
H (-2.861, -0.531, -3.960)
H (-2.496, -0.885, -2.525)
O (0.730, -2.118, -1.578)
H (-0.188, -2.439, -1.997)
H (1.453, -1.886, -2.186)
O (-1.343, -3.051, -0.721)
H (-1.451, -2.638, 0.181)
H (-1.233, -4.102, -0.510)
O (-1.295, 1.318, -0.728)
H (-1.296, 0.806, -1.571)
H (-1.264, 0.603, 0.002)
O (-3.120, 3.323, -0.450)
H (-2.259, 2.817, -0.419)
H (-2.684, 4.178, -0.074)
O (-1.016, 3.037, -3.212)
H (-1.289, 2.186, -3.128)
H (-1.475, 3.475, -2.437)
O (0.100, 0.260, -5.021)
H (-0.793, 0.092, -4.737)
H (0.304, 0.972, -4.446)

Output
Structure (SMILES) = CNC(O)(O)CCCN.O.O.O.O.O.O.O.O
HOMO-LUMO gap = 9.341 eV
LUMO energy = -0.172 eV
Molecular weight = 278.30 g mol⁻¹

*ii*
The following is a DFT calculation (ωB97M-V/def2-TZVPD) of a cluster of 10 separate species, C5H30N2O10 in total.

Positions of all 47 atoms, in Å:
C (-1.287, 1.811, -1.332)
C (-0.021, 1.885, -0.487)
C (0.902, 0.627, -0.521)
N (0.154, -0.514, -0.017)
C (1.021, -1.711, -0.237)
C (1.444, 0.530, -1.942)
N (2.099, 1.585, -2.458)
O (0.954, -0.313, -2.705)
H (-1.394, 0.885, -1.889)
H (-2.189, 1.995, -0.756)
H (-1.238, 2.602, -2.085)
H (0.563, 2.787, -0.651)
H (-0.301, 1.865, 0.567)
H (1.790, 1.014, 0.045)
H (0.035, -0.469, 0.988)
H (0.982, -1.897, -1.303)
H (0.539, -2.642, 0.068)
H (2.025, -1.641, 0.176)
H (2.491, 2.231, -1.794)
H (2.331, 1.681, -3.425)
O (0.376, -1.594, -4.872)
H (-0.448, -1.878, -4.467)
H (0.718, -0.992, -4.161)
O (0.901, 0.106, 2.782)
H (0.033, 0.502, 2.605)
H (0.677, -0.435, 3.554)
O (1.217, -3.290, 2.410)
H (1.931, -2.661, 2.217)
H (0.526, -2.997, 1.826)
O (-1.998, 1.205, 2.087)
H (-2.028, 1.991, 1.531)
H (-2.887, 1.203, 2.419)
O (3.512, -1.433, 2.308)
H (2.748, -1.402, 2.877)
H (3.523, -0.525, 1.975)
O (-3.913, 0.623, 0.422)
H (-4.540, 0.137, 0.972)
H (-4.404, 0.816, -0.382)
O (-3.054, -1.217, -2.532)
H (-2.147, -0.928, -2.693)
H (-3.027, -1.375, -1.580)
O (-1.795, -1.503, 1.919)
H (-2.040, -0.798, 1.302)
H (-1.425, -2.182, 1.354)
O (2.527, 1.907, 1.857)
H (1.887, 1.664, 2.535)
H (2.231, 2.747, 1.493)

Output
Structure (SMILES) = CC[C@@H](NC)C(N)=O.O.O.O.O.O.O.O.O.O
HOMO-LUMO gap = 9.381 eV
LUMO energy = -0.157 eV
Molecular weight = 278.30 g mol⁻¹

Tell me which of them is the least stable. Sure, it is *i*.

*i*
The following is a DFT calculation (ωB97M-V/def2-TZVPD) of a cluster of 2 separate species, C3H9N2O3 in total.

Positions of all 17 atoms, in Å:
O (-0.910, -2.323, 1.007)
C (0.230, -2.294, 0.566)
C (0.537, -1.721, -0.807)
N (-0.645, -0.933, -1.278)
H (1.099, -2.727, 1.113)
H (1.407, -1.040, -0.771)
H (0.719, -2.519, -1.517)
H (-0.714, -0.923, -2.276)
H (-1.503, -1.390, -0.893)
H (-0.595, 0.023, -0.909)
N (0.374, 2.838, 1.387)
C (0.241, 1.701, 0.643)
O (-0.694, 1.809, -0.370)
O (0.886, 0.671, 0.789)
H (0.919, 2.701, 2.213)
H (-0.470, 3.382, 1.560)
H (-0.882, 2.746, -0.457)

Output
Net charge = +1
HOMO-LUMO gap = 11.426 eV
LUMO energy = -3.196 eV
Molecular weight = 121.12 g mol⁻¹

*ii*
The following is a DFT calculation (ωB97M-V/def2-TZVPD) of a cluster of 2 separate species, C3H9N2O3 in total.

Positions of all 17 atoms, in Å:
C (2.594, -0.643, 0.415)
C (-2.883, 0.347, 0.400)
C (-1.687, 0.265, -0.192)
N (1.857, 0.372, 0.196)
N (-1.217, -0.758, -0.975)
O (3.848, -0.627, 0.092)
O (-0.701, 1.135, 0.233)
O (2.250, 1.509, -0.511)
H (-3.752, -0.356, 0.147)
H (2.011, -1.350, 0.911)
H (-3.140, 1.150, 1.212)
H (0.823, 0.646, 0.169)
H (-1.941, -1.379, -1.363)
H (-0.436, -0.442, -1.526)
H (4.205, -1.459, 0.373)
H (-1.144, 1.673, 0.850)
H (3.157, 1.752, -0.286)

Output
Net charge = +1
HOMO-LUMO gap = 7.895 eV
LUMO energy = -3.833 eV
Molecular weight = 121.12 g mol⁻¹

Tell me which of them is the least stable. Sure, it is *ii*.